Below is C10H20ClIN2OPTb as an isolated structure, with properties calculated with ωB97M-V/def2-TZVPD.

Last column: Löwdin spin population.
Element x y z (Å)
Tb1 1.54392 -1.02809 -0.40178  6.10
I1 -0.87783 -0.48308 1.84956  0.00
Cl1 1.65717 -2.35698 -2.49437  -0.08
P1 -1.95377 -2.09720 -0.71137  -0.01
O1 -2.00268 2.21772 1.23138  0.00
N1 1.73839 1.08716 0.27012  -0.01
N2 1.31944 2.28798 0.76782  0.00
C1 3.47896 2.21394 1.08100  0.00
C2 -1.41832 0.97049 -0.82020  0.00
C3 -1.60268 1.21957 0.64603  0.00
C4 -1.70868 -3.83712 -0.21532  0.00
C5 3.09922 1.03857 0.46384  0.00
C6 -3.52606 -1.76073 0.18318  0.00
C7 2.20918 4.35027 1.82932  0.00
C8 -2.67310 -2.27085 -2.37412  0.00
C9 2.34218 2.99889 1.24917  0.00
C10 3.82942 -0.21593 0.12910  0.01
H1 -0.83621 1.84490 -1.23258  0.00
H2 2.66030 4.40475 2.83297  0.00
H3 3.51092 -1.07136 0.79867  0.00
H4 -2.41161 0.84563 -1.30703  0.00
H5 -1.67142 -3.93526 0.87170  0.00
H6 -3.36298 -3.11777 -2.41365  0.00
H7 -3.21191 -1.35815 -2.64189  0.00
H8 4.47549 2.47873 1.37526  0.00
H9 -3.88034 -0.75268 -0.05377  0.00
H10 -2.50972 -4.47020 -0.61487  0.00
H11 2.74402 5.10537 1.22556  0.00
H12 0.33777 2.56030 0.82948  0.00
H13 -4.29903 -2.47813 -0.11994  0.00
H14 1.16270 4.66514 1.91918  0.00
H15 -0.75193 -4.17629 -0.62446  0.00
H16 -0.79302 0.05777 -1.00922  0.00
H17 -3.37733 -1.82332 1.26581  0.00
H18 -1.86520 -2.42307 -3.09385  0.00
H19 4.92324 -0.18094 0.24993  0.00
H20 3.70152 -0.51002 -0.94065  0.00

Forces on the atoms, in the same order (eV/Å):
Tb -3.1 -1.9 -0.8
I 0.6 0.3 1.2
Cl 0.1 0.8 0.8
P -0.4 -1.2 -0.5
O 1.5 -3.6 -2.1
N 0.1 0.7 0.0
N 0.5 -0.4 -0.3
C 0.9 -0.2 -0.1
C 1.0 0.8 -0.6
C -1.2 2.9 1.6
C 0.3 -0.1 -0.2
C -1.4 1.5 0.7
C 0.1 0.4 0.3
C 0.0 0.8 0.4
C 0.4 0.0 -0.3
C 0.2 -0.1 0.0
C 1.0 -0.8 -0.2
H -1.1 -0.6 0.2
H -0.2 -0.2 -0.3
H 0.6 0.5 -0.2
H 0.8 0.2 0.1
H 0.0 0.0 0.0
H 0.0 0.1 0.0
H 0.0 -0.1 0.0
H 0.2 0.1 0.1
H -0.1 -0.1 0.1
H 0.2 0.1 0.2
H -0.2 -0.4 0.1
H 0.4 -0.3 -0.2
H 0.3 0.1 0.0
H 0.2 -0.1 -0.1
H -0.1 -0.2 0.0
H -1.1 0.8 0.1
H -0.2 -0.1 -0.2
H -0.2 0.0 -0.1
H -0.5 0.3 0.1
H 0.5 0.1 0.3

As for the energy relative to the best compared isomer or geometry (same formula, charge and spin): 258.3 kJ/mol. For the LUMO energy (alpha / beta), the calculation gives -0.359 / -0.286 Eh. The calculation puts the largest force on an atom at 4.4 eV Å⁻¹. The HOMO energy (alpha / beta) comes out at -14.60 / -14.65 eV. Its multiplicity is 7. Its expectation value of S² is 12.624. As for the gap between HOMO and LUMO (alpha / beta): 4.843 / 6.861 eV. Its total charge is +2.

Below is a 2-piece molecular cluster, C4H8ClFNO3S overall, with properties calculated with ωB97M-V/def2-TZVPD.

Last column: natural (NBO) charge in e.
Element x y z (Å)
Cl1 -0.06910 2.17331 -2.03329  0.05
S1 -2.18685 -1.00730 0.07261  2.37
F1 2.30619 1.26579 -0.81876  -0.38
O1 -3.49058 -1.60718 0.59696  -0.96
O2 -1.78985 -1.37306 -1.31361  -1.00
O3 -1.10854 -1.29595 1.07877  -1.00
N1 -2.49789 0.58712 0.06703  -0.73
C1 1.22878 0.53307 -0.35087  0.29
C2 0.18099 0.73697 -1.35805  -0.25
C3 1.68053 -0.96623 -0.26122  -0.65
C4 0.90463 0.97514 1.17856  -0.65
H1 -2.86542 0.76154 1.03224  0.34
H2 0.24360 0.23376 1.66197  0.27
H3 -0.53110 0.11128 -1.65865  0.23
H4 2.60808 -1.11648 -0.88776  0.20
H5 0.57982 2.03799 1.32508  0.20
H6 1.97039 1.08804 1.60001  0.20
H7 1.92437 -1.39344 0.66355  0.21
H8 0.91195 -1.74438 -0.59455  0.26

Forces on the atoms, in the same order (eV/Å):
Cl -0.2 3.4 -1.2
S -0.5 -3.9 1.3
F 1.0 0.6 0.4
O 2.2 1.4 -1.6
O -1.0 0.3 2.0
O -1.3 0.9 -1.6
N -0.4 0.8 0.8
C -0.6 -1.5 2.2
C 2.0 0.0 1.7
C -0.4 -1.0 -2.8
C 2.2 1.2 -0.9
H 0.5 -0.1 -0.8
H 0.6 0.5 -0.3
H -2.2 -3.1 -0.6
H -1.0 0.3 0.3
H -0.4 -0.9 -0.7
H -1.5 -0.9 -0.1
H 0.4 0.3 1.9
H 0.7 1.5 -0.1

As for the energy relative to the best compared isomer or geometry (same formula, charge and spin): 348.9 kJ/mol. For the LUMO energy (alpha / beta), the calculation gives 0.122 / 0.075 Eh. The calculation puts the largest force on an atom at 4.1 eV Å⁻¹. The HOMO energy (alpha / beta) comes out at -5.80 / -4.24 eV. As for the gap between HOMO and LUMO (alpha / beta): 9.130 / 6.289 eV. Its total charge is -1.

Below is one molecule with the formula C12H11Cl2N3OS2, with properties calculated with ωB97M-V/def2-TZVPD.

Last column: natural (NBO) charge in e.
Element x y z (Å)
Cl1 2.73798 -2.54155 -1.13596  0.02
Cl2 4.63969 2.34475 0.26248  0.02
S1 -3.59160 1.58966 -1.49533  0.39
S2 -1.35291 0.99371 0.45344  0.31
O1 -1.54215 -2.59855 0.98179  -0.56
N1 -3.85235 -0.00156 0.50767  -0.49
N2 0.41518 -1.65991 0.47078  -0.62
N3 1.30059 0.42176 1.05511  -0.47
C1 -5.11038 0.81080 -1.22005  -0.46
C2 2.26719 1.31633 0.99173  0.05
C3 4.86125 -0.40574 -1.18181  -0.65
C4 1.42632 -0.73032 0.41518  0.37
C5 3.62857 -0.09953 -0.40041  0.01
C6 2.59148 -1.01989 -0.31894  -0.10
C7 -6.16319 -0.82731 0.41829  -0.63
C8 3.43791 1.10806 0.28369  -0.10
C9 -0.83758 -1.62097 1.04340  0.68
C10 -1.26090 -0.33522 1.70073  -0.63
C11 -5.05751 0.00781 -0.12485  0.15
C12 -2.99284 0.75440 -0.07338  -0.12
H1 2.09013 2.23496 1.53112  0.21
H2 5.32350 -1.31742 -0.80561  0.24
H3 0.61634 -2.53606 -0.00457  0.43
H4 -5.93543 0.99221 -1.87758  0.24
H5 4.60569 -0.57138 -2.22774  0.24
H6 -0.53128 -0.00241 2.43458  0.27
H7 -7.03132 -0.77909 -0.23261  0.21
H8 -5.82813 -1.85873 0.50729  0.23
H9 -6.43720 -0.47747 1.41231  0.22
H10 5.57407 0.40954 -1.11528  0.24
H11 -2.25735 -0.45546 2.12358  0.28

Forces on the atoms, in the same order (eV/Å):
Cl 0.0 0.0 0.0
Cl 0.1 0.2 0.1
S 0.0 -0.5 0.6
S 0.3 0.1 0.2
O -0.1 -0.1 0.0
N 0.3 -0.2 0.5
N 0.5 -0.6 -0.4
N -0.1 -0.3 0.0
C 0.2 0.0 0.1
C 0.4 0.1 -0.2
C 0.1 0.1 0.0
C 0.4 0.2 -0.1
C -0.2 0.1 0.1
C 0.0 0.3 0.1
C 0.0 0.0 0.0
C -0.3 -0.3 0.0
C -0.3 0.2 0.2
C -0.3 0.3 -0.1
C -0.4 0.3 -0.7
C -0.1 0.4 -0.5
H 0.1 0.2 0.0
H 0.0 0.0 0.0
H -0.2 0.2 0.2
H -0.2 0.0 -0.1
H 0.0 0.0 -0.1
H -0.1 0.0 0.0
H -0.1 0.0 0.0
H 0.0 -0.1 0.0
H -0.1 0.0 0.1
H 0.0 0.0 0.0
H 0.2 -0.1 0.0

As for the energy relative to the best compared isomer or geometry (same formula, charge and spin): 0.0 kJ/mol. For the LUMO energy, the calculation gives 0.016 Eh. The calculation puts the largest force on an atom at 0.9 eV Å⁻¹. The HOMO energy comes out at -8.12 eV. Its structure (SMILES) is Cc1csc(SCC(=O)Nc2ncc(Cl)c(C)c2Cl)n1. As for the gap between HOMO and LUMO: 8.549 eV. Its total charge is 0.

What is the energy relative to the best compared isomer or geometry (same formula, charge and spin) in the third record?
0.0 kJ/mol

What is the total charge in the third record?
0

Number 3 is which compound?
C12H11Cl2N3OS2